[1]
Molecular formula: C35H50N7Sc
Method: DFT, wB97M-V/def2-TZVPD

The geometry in XYZ format:
```
93
Properties=species:S:1:pos:R:3:lowdin_charge:R:1
Sc -0.41133 -0.24961 -0.14232 1.153
C -2.29575 -1.84838 2.02233 -0.167
C -1.01406 -1.68273 2.79565 -0.175
N -0.39208 -0.39460 2.42502 -0.092
C 0.96694 -0.27589 2.97473 -0.129
C 1.96831 -0.91082 2.04293 -0.237
C 3.24127 -1.24556 2.45567 0.015
C 4.08017 -1.90004 1.56604 0.005
C 3.59937 -2.26421 0.31680 0.023
C 2.31370 -1.90531 -0.02392 -0.238
C 1.64816 -2.33917 -1.30204 -0.104
N 0.19086 -2.40870 -1.08087 -0.118
C -0.24821 -3.50132 -0.19512 -0.164
C -1.72325 -3.31178 0.08119 -0.152
N -2.03576 -1.93508 0.56488 -0.097
N 1.53670 -1.18768 0.80482 0.077
H -2.93412 -0.97836 2.19471 0.132
H -2.84137 -2.72544 2.37235 0.133
H -0.31365 -2.48648 2.56164 0.122
H -1.21502 -1.73517 3.86724 0.139
H -0.95631 0.34325 2.83404 0.125
H 1.04366 -0.74451 3.95751 0.141
H 1.20359 0.77240 3.11883 0.108
H 3.56270 -1.01791 3.46524 0.134
H 5.08670 -2.16802 1.86270 0.131
H 4.20300 -2.84249 -0.37241 0.136
H 2.05970 -3.29673 -1.62074 0.141
H 1.82763 -1.61060 -2.09614 0.136
H -0.23161 -2.55128 -1.99064 0.066
H 0.33389 -3.46842 0.72356 0.112
H -0.08426 -4.48086 -0.64623 0.141
H -2.07240 -4.06165 0.79110 0.133
H -2.27685 -3.46795 -0.84454 0.128
H -2.89638 -1.65243 0.11444 0.092
C -2.03652 4.19987 4.78172 -0.027
C -1.32450 4.97823 3.65884 -0.555
C -0.11136 5.70702 4.24135 -0.050
C -2.29232 6.01050 3.06376 -0.037
C -0.91088 3.96644 2.60177 -0.118
C 0.40364 3.51338 2.46794 0.034
C 0.70568 2.51726 1.56482 -0.132
N -0.20173 1.95529 0.76178 0.032
C -1.43648 2.48647 0.78062 -0.207
C -1.84044 3.42874 1.70527 0.059
C -2.36518 2.10150 -0.32557 -0.208
C -2.96264 3.12010 -1.03850 0.071
C -3.83940 2.81696 -2.08391 -0.112
C -4.09525 1.46244 -2.28943 0.037
C -3.42733 0.51061 -1.55669 -0.099
N -2.53223 0.79894 -0.60412 0.038
C -4.42634 3.89400 -2.97955 -0.553
C -4.65862 5.19510 -2.20286 -0.044
C -5.75196 3.44163 -3.60255 -0.046
C -3.39320 4.13828 -4.09630 -0.020
H -2.40944 4.90039 5.53346 0.100
H -1.35032 3.50566 5.27750 0.091
H -2.89042 3.63431 4.39573 0.087
H -0.45074 6.41878 4.99466 0.098
H 0.43040 6.26701 3.47346 0.102
H 0.58528 5.02640 4.73732 0.084
H -2.49065 6.78403 3.80740 0.098
H -3.25617 5.57287 2.79195 0.081
H -1.86599 6.49565 2.18123 0.099
H 1.20421 3.93096 3.06266 0.120
H 1.72271 2.15566 1.46385 0.122
H -2.87066 3.76183 1.69234 0.133
H -2.72511 4.14422 -0.78476 0.129
H -4.79767 1.12949 -3.04077 0.122
H -3.62853 -0.53532 -1.73880 0.112
H -5.28024 5.03304 -1.31768 0.098
H -5.17622 5.90586 -2.84802 0.096
H -3.72330 5.66800 -1.89570 0.081
H -6.49431 3.19352 -2.83760 0.101
H -5.62772 2.58048 -4.26344 0.081
H -6.15662 4.25196 -4.21109 0.097
H -2.42153 4.42123 -3.68351 0.092
H -3.74046 4.94908 -4.74072 0.099
H -3.25551 3.24496 -4.71166 0.094
C 1.83129 1.96789 -1.46450 -0.045
C 0.98626 1.23688 -2.47105 -0.360
C 0.98698 1.38736 -3.82016 -0.044
C 0.05708 0.44063 -4.35925 -0.042
C -0.45669 -0.26512 -3.31822 -0.365
C -1.34628 -1.48066 -3.39963 -0.051
N 0.06626 0.24023 -2.12808 -0.080
H 2.76332 2.28653 -1.93239 0.093
H 2.11404 1.33243 -0.61621 0.046
H 1.34588 2.85914 -1.06276 0.070
H 1.60804 2.08100 -4.37225 0.112
H -0.16618 0.26334 -5.40546 0.114
H -2.20294 -1.30342 -4.05193 0.096
H -1.74172 -1.78117 -2.42734 0.031
H -0.82060 -2.34877 -3.81536 0.096
```

The gap between HOMO and LUMO is 6.875 eV. Its charge is +2. For the energy, the calculation gives -68230.5854 eV. The energy relative to the best compared isomer or geometry (same formula, charge and spin) comes out at 33.59 kJ/mol.

[2]
Molecular formula: C35H51InNP2
Method: DFT, wB97M-V/def2-TZVPD

The geometry in XYZ format:
```
90
Properties=species:S:1:pos:R:3:lowdin_charge:R:1
In -2.35234 0.06642 -4.18522 1.057
C -0.54592 1.46105 1.34674 -0.205
C -1.76009 0.79418 1.63507 -0.208
C -0.09044 -0.78981 1.52172 -0.220
C 0.48690 0.48286 1.27110 -0.162
C -1.47770 -0.59273 1.77132 -0.191
C -0.37757 2.92142 1.18985 -0.058
H -1.23403 3.36160 0.66082 0.067
H 0.53361 3.14522 0.62361 0.053
H -0.29590 3.41755 2.16956 0.091
C 1.92394 0.74519 1.06325 -0.018
H 2.08985 1.74428 0.63601 0.073
H 2.36226 -0.00330 0.38622 0.051
H 2.49371 0.68177 2.00927 0.100
C 0.62229 -2.08167 1.52554 -0.076
H 0.84124 -2.41737 2.54939 0.087
H 1.57359 -1.99168 0.99131 0.037
H 0.03455 -2.86318 1.02799 0.017
C -2.44570 -1.64021 2.16170 -0.035
H -2.49313 -1.75702 3.26112 0.102
H -2.16821 -2.62303 1.74775 0.071
H -3.46300 -1.38939 1.81925 0.073
C -3.08144 1.42328 1.83619 -0.042
H -3.28313 1.62718 2.89639 0.095
H -3.88576 0.77813 1.46903 0.069
H -3.13159 2.37772 1.30750 0.069
C -0.90734 1.42870 -5.01958 -0.361
C -1.18731 2.80624 -4.45015 -0.472
C -2.65814 3.13062 -4.16022 -0.223
C -3.69572 2.59696 -5.20780 -0.141
C -3.98477 1.08389 -5.19203 -0.188
C -3.41875 0.14661 -6.11157 -0.183
C -2.30691 0.48397 -7.08436 -0.163
C -1.19723 1.43150 -6.54480 -0.204
H -2.75529 4.23656 -4.12238 0.115
H -3.44682 2.92780 -6.22396 0.125
H -2.95305 2.76925 -3.15100 0.114
H -1.42775 2.45155 -6.88392 0.107
H 0.12530 1.10196 -4.79674 0.085
H -0.80353 3.58891 -5.13738 0.083
H -0.25772 1.15374 -7.04848 0.122
H -1.82197 -0.45039 -7.41278 0.125
H -4.00834 -0.73206 -6.39589 0.135
H -2.72908 0.94844 -7.98795 0.146
H -4.66401 3.06848 -4.96646 0.132
H -4.96255 0.83874 -4.74493 0.135
P 0.10336 3.63217 -3.02153 0.896
C 1.68316 3.71862 -3.94015 -0.334
C -0.23295 5.42861 -2.93402 -0.323
P -1.07392 -3.01735 -1.51309 0.866
C -0.98746 -1.34987 -2.24367 -0.336
C -2.91998 -3.03122 -1.31830 -0.300
C -0.80063 -4.02919 -3.02957 -0.287
H 2.08693 2.69943 -3.94950 0.020
H 2.37556 4.35065 -3.36652 0.047
H 1.58272 4.09717 -4.96775 0.047
H -1.31405 5.55715 -2.82292 0.023
H 0.17435 6.00041 -3.78185 0.048
H 0.23691 5.75169 -1.99465 0.039
H -1.17123 -3.51860 -3.92698 0.028
H -1.30369 -4.99778 -2.90903 0.045
H 0.27623 -4.21098 -3.13075 0.011
H -1.30358 -0.57208 -1.52802 -0.026
H 0.00428 -1.09215 -2.64620 -0.013
H -3.21223 -3.93047 -0.75372 0.041
H -3.41613 -3.02527 -2.29968 0.029
H -3.21082 -2.13758 -0.74937 0.026
C 2.98483 -3.49842 -3.86509 -0.111
C 2.97656 -2.10235 -3.71568 -0.101
C 3.09960 -1.53832 -2.44923 -0.036
C 3.30278 -2.35913 -1.30680 -0.294
C 3.30229 -3.76755 -1.48172 -0.022
C 3.13676 -4.32804 -2.74183 -0.098
N 3.45512 -1.79064 -0.06621 0.111
C 4.58651 -1.86730 0.66931 -0.268
C 4.50553 -1.67251 2.08306 -0.003
C 5.65481 -1.64798 2.86418 -0.069
C 6.91738 -1.81438 2.26302 -0.066
C 7.01680 -2.02433 0.87986 -0.073
C 5.87314 -2.07165 0.09610 0.000
H 2.89908 -3.94000 -4.86102 0.102
H 2.86416 -1.45354 -4.59187 0.102
H 3.06895 -0.45682 -2.29708 0.109
H 3.42541 -4.38673 -0.59138 0.120
H 3.12009 -5.41740 -2.84815 0.111
H 3.51669 -1.52928 2.52662 0.104
H 5.57340 -1.48741 3.94379 0.111
H 7.82044 -1.77843 2.87888 0.110
H 7.99445 -2.14749 0.40989 0.110
H 5.93071 -2.22356 -0.97858 0.116
```

The gap between HOMO and LUMO (alpha / beta) is 3.607 / 3.714 eV. Its charge is +1. For the energy, the calculation gives -62350.2074 eV.

Q: Which of these has the lowest charge?
A: C35H51InNP2

Q: The highest energy belongs to which entry?
A: C35H51InNP2

Q: charge of number 1 (C35H50N7Sc)?
A: +2

Q: Among the records above, which one has the lowest charge?
A: C35H51InNP2